Entry 1:
A molecular structure, C29H19BrMnN2O2S2Si. Source: the OMol25 dataset; level of theory: ωB97M-V/def2-TZVPD.

Structure (XYZ):
```
57
C29H19BrMnN2O2S2Si | the OMol25 dataset | ωB97M-V/def2-TZVPD
Mn -0.840 -1.593 -0.383
S -0.671 -2.831 -2.441
C -2.358 -2.746 -2.867
C -2.758 -3.566 -3.975
N -3.074 -4.234 -4.858
C -3.294 -1.963 -2.258
S -3.009 -0.874 -0.916
C -4.644 -1.971 -2.742
N -5.738 -1.960 -3.101
C 4.674 0.047 -1.066
C 3.840 -0.749 -1.841
C 2.468 -0.558 -1.804
C 1.897 0.427 -0.992
C 2.751 1.221 -0.226
C 4.127 1.035 -0.261
Si 0.027 0.628 -0.962
C -0.562 1.515 -2.504
C -1.251 0.864 -3.528
C -1.643 1.551 -4.670
C -1.354 2.900 -4.804
C -0.665 3.564 -3.797
C -0.271 2.873 -2.660
C -0.492 1.560 0.587
C 0.085 1.245 1.824
C -0.386 1.809 3.000
C -1.450 2.700 2.964
C -2.040 3.020 1.749
C -1.568 2.452 0.574
H 5.746 -0.104 -1.089
H 4.259 -1.525 -2.469
H 1.827 -1.195 -2.405
H 2.340 1.991 0.416
H 4.771 1.660 0.347
H -1.487 -0.189 -3.430
H -2.180 1.028 -5.451
H -1.665 3.437 -5.692
H -0.436 4.618 -3.897
H 0.269 3.402 -1.881
H 0.910 0.541 1.864
H 0.073 1.542 3.945
H -1.825 3.137 3.882
H -2.878 3.707 1.718
H -2.052 2.693 -0.366
Br 3.262 -1.502 2.467
C 1.836 -1.935 3.639
C 2.134 -1.884 4.996
C 1.159 -2.171 5.936
C -0.120 -2.518 5.524
C -0.408 -2.574 4.174
C 0.556 -2.285 3.208
C 0.096 -2.322 1.776
O -1.058 -2.755 1.537
O 0.814 -1.848 0.841
H 3.134 -1.613 5.305
H 1.403 -2.122 6.990
H -0.889 -2.742 6.252
H -1.395 -2.839 3.820
```

The HOMO energy (spin up / spin down) comes out at -4.8 / -4.9 eV. The total charge is -1. As for the expectation value of S²: 6.3943. Its spin multiplicity is 5.

Entry 2:
A molecular structure, C28H44As3CaNO4S. Source: the OMol25 dataset; level of theory: ωB97M-V/def2-TZVPD.

Structure (XYZ):
```
82
C28H44As3CaNO4S | the OMol25 dataset | ωB97M-V/def2-TZVPD
Ca -0.699 -2.050 0.044
C 1.612 3.562 -0.861
As 0.133 2.327 -0.346
C 1.041 1.781 1.311
C -1.016 3.711 0.581
C -2.296 4.221 -0.093
C -1.997 4.453 -1.578
C -3.545 3.327 0.060
As -3.860 1.222 0.191
C -2.351 0.803 1.348
C -3.145 0.772 -1.570
C -2.643 5.616 0.481
As -2.962 6.078 2.398
C -1.169 5.849 3.218
C -3.776 4.523 3.303
H 1.319 4.241 -1.663
H 2.443 2.951 -1.217
H 1.954 4.150 -0.008
H 1.114 2.623 2.007
H 2.045 1.448 1.058
H 0.525 0.951 1.795
H -0.356 4.570 0.756
H -1.274 3.294 1.554
H -1.798 3.506 -2.077
H -1.120 5.095 -1.685
H -2.837 4.937 -2.075
H -4.227 3.596 -0.760
H -4.065 3.667 0.962
H -2.182 1.566 2.107
H -1.472 0.668 0.720
H -2.574 -0.140 1.836
H -3.814 1.097 -2.370
H -3.082 -0.313 -1.579
H -2.149 1.189 -1.733
H -3.555 5.963 -0.026
H -1.855 6.328 0.187
H -0.422 6.441 2.689
H -0.861 4.808 3.222
H -1.211 6.201 4.251
H -4.809 4.382 2.991
H -3.767 4.720 4.377
H -3.227 3.608 3.104
O -3.881 -3.569 0.429
S -3.211 -2.287 0.338
O -4.183 -1.174 0.418
O -2.200 -2.152 1.433
O -2.466 -2.189 -0.960
C 2.592 -4.425 -2.005
C 1.217 -4.246 -1.379
C 0.148 -4.060 -2.433
C 1.056 -3.616 -0.042
C 0.858 -5.128 -0.131
C 1.902 -6.033 0.372
C 1.667 -7.354 0.606
C 0.395 -7.910 0.442
C -0.674 -7.043 0.152
C -0.483 -5.718 -0.083
H 2.800 -3.617 -2.708
H 2.650 -5.374 -2.546
H 3.377 -4.411 -1.255
H 0.475 -3.283 -3.130
H -0.788 -3.734 -1.983
H -0.032 -4.979 -2.998
H 2.037 -3.390 0.396
H 2.889 -5.622 0.553
H 2.484 -7.989 0.940
H 0.229 -8.969 0.585
H -1.683 -7.442 0.145
H -1.332 -5.060 -0.225
N 1.148 -0.391 -0.981
C 2.318 -0.479 -1.004
C 3.687 -0.553 -0.967
C 4.472 -0.820 -2.126
C 5.838 -0.797 -2.057
C 6.501 -0.520 -0.854
C 5.741 -0.295 0.302
C 4.376 -0.315 0.261
H 3.964 -1.035 -3.057
H 6.423 -1.000 -2.948
H 7.582 -0.500 -0.814
H 6.246 -0.106 1.243
H 3.792 -0.155 1.157
```

The HOMO energy (spin up / spin down) comes out at -1.0 / 0.3 eV. The total charge is -2. The calculation puts the relative energy (zero: lowest compared OMol25 entry of this formula, charge and spin) at 43.8 kcal/mol. Its spin multiplicity is 1.

Entry 3:
A molecular structure, C31H50O2P2Pm. Source: the OMol25 dataset; level of theory: ωB97M-V/def2-TZVPD.

Structure (XYZ):
```
86
C31H50O2P2Pm | the OMol25 dataset | ωB97M-V/def2-TZVPD
Pm -0.442 -0.944 -0.823
C 0.005 -2.888 1.129
C 0.011 -3.489 -0.165
C 1.964 -2.278 0.093
C 1.248 -2.225 1.317
C 1.207 -3.067 -0.826
C -1.030 -3.070 2.176
H -2.005 -3.319 1.735
H -1.143 -2.148 2.769
H -0.758 -3.882 2.872
C 1.728 -1.731 2.635
H 1.428 -2.413 3.447
H 1.310 -0.741 2.871
H 2.822 -1.648 2.665
C 3.314 -1.723 -0.182
H 3.905 -2.422 -0.790
H 3.874 -1.533 0.741
H 3.256 -0.776 -0.742
C 1.633 -3.466 -2.193
H 1.522 -4.551 -2.332
H 2.688 -3.206 -2.351
H 1.045 -2.974 -2.988
C -0.938 -4.538 -0.630
H -0.724 -5.516 -0.166
H -0.883 -4.686 -1.716
H -1.974 -4.294 -0.361
C -2.298 0.634 -0.499
C -2.664 -0.577 -0.003
C -3.609 -1.538 -0.703
C -3.102 -2.282 -1.993
C -1.774 -1.870 -2.619
C -1.507 -0.596 -3.010
C -2.613 0.465 -3.061
C -2.860 1.265 -1.757
H -4.530 -0.983 -0.967
H -3.876 -2.152 -2.769
H -3.937 -2.287 0.045
H -3.946 1.410 -1.603
H -1.843 1.377 0.172
H -2.470 -0.795 1.067
H -2.448 2.284 -1.860
H -2.391 1.168 -3.885
H -0.593 -0.329 -3.567
H -3.553 -0.033 -3.352
H -3.086 -3.366 -1.778
H -1.125 -2.698 -2.921
P -2.163 1.230 2.815
C -0.826 1.098 4.040
H -1.119 1.663 4.938
H 0.109 1.499 3.611
H -0.658 0.032 4.279
C -2.342 3.012 2.506
H -2.500 3.497 3.480
H -3.212 3.160 1.843
H -1.451 3.406 1.987
C -3.709 0.728 3.620
H -4.511 0.724 2.863
H -3.922 1.450 4.420
H -3.602 -0.296 4.014
P 1.410 1.738 -3.034
C 2.039 1.134 -4.634
H 1.885 1.907 -5.399
H 1.474 0.224 -4.894
H 3.100 0.866 -4.533
C 0.258 3.086 -3.473
H -0.671 2.675 -3.898
H 0.768 3.734 -4.201
H 0.004 3.633 -2.551
C 2.795 2.668 -2.286
H 3.214 3.354 -3.038
H 3.553 1.947 -1.939
H 2.418 3.224 -1.413
O 0.183 2.939 0.217
C 0.878 1.968 0.584
O 0.653 0.731 0.191
C 2.046 2.225 1.498
C 2.949 1.197 1.778
C 4.064 1.396 2.600
C 4.319 2.670 3.127
C 3.442 3.720 2.835
C 2.318 3.510 2.022
H 2.745 0.238 1.318
H 4.720 0.551 2.809
H 5.203 2.830 3.754
H 3.639 4.716 3.239
H 1.664 4.344 1.778
```

The HOMO energy (spin up / spin down) comes out at -10.2 / -10.2 eV. The total charge is +1. As for the expectation value of S²: 6.0093. Its spin multiplicity is 5.

Entry 4:
A molecular structure, C5H5NO2. Source: the OMol25 dataset; level of theory: ωB97M-V/def2-TZVPD.

Structure (XYZ):
```
13
C5H5NO2 | the OMol25 dataset | ωB97M-V/def2-TZVPD
C -1.610 -0.487 1.169
C -0.345 -0.150 0.421
C -0.324 -0.305 -1.161
C 1.812 0.078 -0.750
C 1.119 0.156 0.661
H -1.367 -0.095 -1.740
H -0.048 -1.640 -1.303
H 1.990 -1.032 -0.915
H 2.478 0.897 -0.785
H 1.845 0.141 1.486
N -2.482 -1.202 1.458
O 0.719 0.586 -1.675
O 0.352 1.212 0.551
```

The HOMO energy comes out at -10.5 eV. The total charge is 0. The calculation puts the relative energy (zero: lowest compared OMol25 entry of this formula, charge and spin) at 129.3 kcal/mol. Its spin multiplicity is 1.

Entry 5:
2 unconnected molecules or ions with the total composition CH5FNO. Source: the OMol25 dataset; level of theory: ωB97M-V/def2-TZVPD.

Structure (XYZ):
```
9
CH5FNO | the OMol25 dataset | ωB97M-V/def2-TZVPD
C 1.239 -0.485 -0.084
N 0.803 0.713 0.027
O -1.796 -0.642 0.360
F -1.757 0.554 -0.316
H 2.293 -0.436 0.304
H 0.616 -1.279 -0.529
H -0.127 1.018 -0.086
H -2.630 -0.969 0.062
H 1.358 1.526 0.261
```

The HOMO energy comes out at -16.7 eV. The total charge is +1. The calculation puts the relative energy (zero: lowest compared OMol25 entry of this formula, charge and spin) at 11.0 kcal/mol. Its spin multiplicity is 1.

Entry 6:
2 unconnected molecules or ions with the total composition C6H15O5P. Source: the OMol25 dataset; level of theory: ωB97M-V/def2-TZVPD.

Structure (XYZ):
```
27
C6H15O5P | the OMol25 dataset | ωB97M-V/def2-TZVPD
C 117.509 56.261 52.251
O 118.079 55.734 53.540
P 119.532 55.984 53.980
O 120.299 56.827 53.082
O 119.467 56.866 55.323
C 119.955 58.191 55.311
O 120.199 54.542 54.516
C 121.320 54.536 55.374
H 118.138 56.108 51.330
H 117.016 57.263 52.459
H 116.545 55.709 52.456
H 120.975 58.139 55.070
H 119.860 58.604 56.398
H 119.390 58.848 54.730
H 121.075 55.105 56.234
H 122.350 54.848 54.945
H 121.422 53.546 55.888
C 118.177 53.236 56.974
C 118.721 54.451 57.856
C 117.883 55.783 57.905
O 119.725 54.305 58.544
H 117.108 53.092 57.300
H 118.749 52.345 56.947
H 118.112 53.576 55.914
H 117.705 56.087 56.912
H 118.525 56.658 58.261
H 117.044 55.765 58.459
```

The HOMO energy comes out at -9.5 eV. The total charge is 0. The calculation puts the relative energy (zero: lowest compared OMol25 entry of this formula, charge and spin) at 57.4 kcal/mol. The SMILES is COP(=O)(OC)OC.CC(C)=O. Its spin multiplicity is 1.

Entry 7:
C19H25N3O5S in the gas phase. Source: the OMol25 dataset; level of theory: ωB97M-V/def2-TZVPD.

Structure (XYZ):
```
53
C19H25N3O5S | the OMol25 dataset | ωB97M-V/def2-TZVPD
C 0.597 3.366 1.367
O -0.535 2.545 1.267
C -1.735 3.281 1.152
C -2.921 2.333 1.265
N -2.934 1.403 0.167
C -3.321 0.124 0.294
S -4.065 -0.398 1.688
N -3.102 -0.718 -0.750
C -3.743 -2.014 -0.799
C -2.780 -3.186 -0.611
C -2.080 -3.149 0.752
O -0.967 -4.017 0.791
C -2.294 -0.322 -1.892
C -0.871 0.034 -1.527
C 0.012 -0.865 -1.033
C 1.349 -0.503 -0.702
C 2.268 -1.411 -0.168
C 3.557 -1.019 0.127
C 3.948 0.319 -0.088
C 3.055 1.221 -0.640
C 1.760 0.821 -0.951
N 0.851 1.695 -1.481
C -0.467 1.420 -1.724
O -1.225 2.316 -2.088
O 5.193 0.770 0.239
C 5.919 -0.112 1.072
C 5.780 -1.545 0.564
O 4.431 -1.951 0.621
H 0.557 3.988 2.270
H 1.461 2.705 1.419
H 0.688 4.029 0.497
H -1.760 3.804 0.182
H -1.797 4.032 1.953
H -2.859 1.759 2.194
H -3.848 2.922 1.283
H -2.565 1.754 -0.706
H -4.256 -2.115 -1.763
H -4.489 -2.032 -0.001
H -2.020 -3.177 -1.397
H -3.346 -4.115 -0.711
H -2.795 -3.383 1.549
H -1.680 -2.152 0.945
H -1.283 -4.926 0.737
H -2.745 0.535 -2.411
H -2.285 -1.165 -2.585
H -0.273 -1.892 -0.868
H 1.972 -2.429 0.026
H 3.382 2.236 -0.805
H 1.135 2.657 -1.623
H 6.956 0.223 1.046
H 5.536 -0.052 2.099
H 6.339 -2.243 1.188
H 6.146 -1.600 -0.471
```

The HOMO energy comes out at -7.6 eV. The total charge is 0. The calculation puts the relative energy (zero: lowest compared OMol25 entry of this formula, charge and spin) at 38.8 kcal/mol. The SMILES is COCCNC(=S)N(CCCO)Cc1cc2cc3c(cc2[nH]c1=O)OCCO3. Its spin multiplicity is 1.

Entry 8:
C2H6N4 in the gas phase. Source: the OMol25 dataset; level of theory: ωB97M-V/def2-TZVPD.

Structure (XYZ):
```
12
C2H6N4 | the OMol25 dataset | ωB97M-V/def2-TZVPD
C -1.361 -0.128 -0.301
C -0.112 0.306 -0.932
N -1.271 -0.646 0.934
N -0.306 -0.453 1.730
N 0.875 0.432 -0.080
N 2.035 0.968 -0.595
H -2.294 -0.407 -0.879
H -0.134 0.511 -1.952
H -2.034 -1.300 1.323
H -0.312 -1.066 2.487
H 2.008 1.131 -1.523
H 2.907 0.652 -0.213
```

The HOMO energy comes out at -6.9 eV. The total charge is 0. The calculation puts the relative energy (zero: lowest compared OMol25 entry of this formula, charge and spin) at 116.3 kcal/mol. Its spin multiplicity is 1.

Entry 9:
C4H6O2 in the gas phase. Source: the OMol25 dataset; level of theory: ωB97M-V/def2-TZVPD.

Structure (XYZ):
```
12
C4H6O2 | the OMol25 dataset | ωB97M-V/def2-TZVPD
O 0.059 -1.164 -1.971
C -0.803 -0.743 -1.236
C -0.621 0.419 -0.312
C 0.787 0.888 -0.074
C 0.059 0.149 1.005
O 0.335 -1.192 1.267
H -1.810 -1.211 -1.219
H -1.442 1.131 -0.314
H 0.969 1.951 0.054
H 1.534 0.336 -0.641
H -0.310 0.719 1.861
H 1.243 -1.283 1.581
```

The HOMO energy comes out at -9.9 eV. The total charge is 0. The calculation puts the relative energy (zero: lowest compared OMol25 entry of this formula, charge and spin) at 40.4 kcal/mol. The SMILES is O=C[C@@H]1C[C@@H]1O. Its spin multiplicity is 1.

Entry 10:
A molecular structure, C33H57BrN2O2SiYb. Source: the OMol25 dataset; level of theory: ωB97M-V/def2-TZVPD.

Structure (XYZ):
```
97
C33H57BrN2O2SiYb | the OMol25 dataset | ωB97M-V/def2-TZVPD
O 2.336 1.091 1.225
O 4.043 -0.152 -0.242
C 2.651 2.500 1.028
C 1.966 3.371 2.059
H 2.350 2.750 0.005
H 3.746 2.613 1.088
H 0.900 3.127 2.169
H 2.049 4.414 1.728
H 2.457 3.299 3.041
C 2.916 0.576 2.465
C 4.365 0.932 2.666
H 2.741 -0.507 2.432
H 2.284 0.985 3.270
H 5.011 0.501 1.893
H 4.683 0.525 3.630
H 4.528 2.015 2.707
C 3.884 -1.682 -0.085
C 4.559 0.363 -1.567
C 5.065 -2.152 0.704
H 3.843 -2.077 -1.106
H 2.934 -1.824 0.434
H 6.012 -1.916 0.206
H 5.005 -3.238 0.825
H 5.069 -1.707 1.706
C 6.053 0.206 -1.568
H 4.225 1.406 -1.606
H 4.068 -0.227 -2.347
H 6.517 0.670 -0.690
H 6.467 0.701 -2.451
H 6.347 -0.848 -1.607
H 3.178 0.308 0.054
N -2.815 1.019 0.308
C -3.777 0.668 -0.544
C -3.757 -0.538 -1.275
C -2.980 -1.678 -1.024
C -4.930 1.597 -0.850
H -4.595 2.496 -1.386
H -5.472 1.902 0.053
H -5.637 1.069 -1.498
C -3.170 -2.838 -1.978
H -3.561 -3.721 -1.457
H -2.238 -3.106 -2.498
H -3.901 -2.544 -2.737
N -2.150 -1.788 0.021
C -2.838 2.239 1.040
C -2.134 3.363 0.538
C -1.345 3.269 -0.737
C -2.188 4.557 1.250
H -1.668 5.430 0.851
C -2.894 4.635 2.454
H -2.929 5.579 3.002
C -3.539 3.507 2.971
H -4.075 3.557 3.924
C -3.515 2.301 2.283
C -4.169 1.078 2.840
C -1.928 -3.018 0.678
C -0.771 -3.766 0.380
C 0.186 -3.257 -0.660
C -0.590 -5.004 0.992
H 0.272 -5.613 0.715
C -1.504 -5.454 1.953
H -1.349 -6.415 2.442
C -2.610 -4.674 2.296
H -3.323 -5.010 3.056
C -2.840 -3.452 1.671
C -4.028 -2.615 2.019
Yb -0.697 -0.006 0.483
H -0.262 3.216 -0.542
H -1.511 4.159 -1.364
H -1.613 2.393 -1.337
H -4.849 0.599 2.122
H -4.755 1.335 3.732
H -3.414 0.336 3.146
H 1.197 -3.639 -0.465
H 0.253 -2.155 -0.679
H -0.099 -3.583 -1.673
H -3.742 -1.581 2.250
H -4.521 -3.030 2.908
H -4.773 -2.572 1.208
H -4.482 -0.614 -2.082
C 1.164 0.338 -1.327
Si 0.627 0.373 -3.092
H 1.530 1.291 -0.922
H 1.869 -0.462 -1.069
C 1.435 1.797 -4.041
C -1.203 0.549 -3.510
C 1.132 -1.241 -3.927
H 2.034 -1.675 -3.473
H 1.342 -1.056 -4.991
H 0.324 -1.986 -3.870
H 1.147 2.777 -3.634
H 1.125 1.776 -5.099
H 2.531 1.729 -4.024
H -1.736 1.319 -2.937
H -1.740 -0.404 -3.396
H -1.276 0.838 -4.574
Br -0.533 -0.621 3.017
```

The HOMO energy (spin up / spin down) comes out at -10.2 / -10.2 eV. The total charge is +1. As for the expectation value of S²: 0.7509. Its spin multiplicity is 2.

Entry 11:
2 unconnected molecules or ions with the total composition C3H8N3O. Source: the OMol25 dataset; level of theory: ωB97M-V/def2-TZVPD.

Structure (XYZ):
```
15
C3H8N3O | the OMol25 dataset | ωB97M-V/def2-TZVPD
C 0.734 -1.290 1.580
C -0.679 1.452 -0.940
C 1.248 -1.926 2.760
N 0.177 -0.684 0.752
N -0.230 0.341 -1.459
N -1.291 2.436 -1.581
O -0.507 0.106 -2.808
H -0.652 1.282 0.157
H 1.445 -2.964 2.388
H 0.282 -1.941 3.408
H 2.120 -1.533 3.311
H 0.207 -0.258 -0.844
H -1.543 3.265 -1.152
H 0.076 -0.639 -2.939
H -1.388 2.354 -2.632
```

The HOMO energy comes out at -14.4 eV. The total charge is +1. The calculation puts the relative energy (zero: lowest compared OMol25 entry of this formula, charge and spin) at 61.2 kcal/mol. Its spin multiplicity is 1.

Entry 12:
2 unconnected molecules or ions with the total composition C2H8OS2. Source: the OMol25 dataset; level of theory: ωB97M-V/def2-TZVPD.

Structure (XYZ):
```
13
C2H8OS2 | the OMol25 dataset | ωB97M-V/def2-TZVPD
C 3.578 -1.129 -2.804
O 3.413 0.285 -2.680
H 3.265 -1.608 -1.880
H 3.004 -1.461 -3.661
H 4.632 -1.394 -2.858
H 4.278 0.683 -2.517
C -1.743 0.280 3.083
S -0.803 0.628 1.541
S -1.821 0.014 -0.102
H -1.873 1.221 3.603
H -1.083 -0.316 3.714
H -2.711 -0.166 2.869
H -1.618 -1.329 -0.312
```

The HOMO energy (spin up / spin down) comes out at 0.7 / -4.5 eV. The total charge is -1. The calculation puts the relative energy (zero: lowest compared OMol25 entry of this formula, charge and spin) at 33.9 kcal/mol. As for the expectation value of S²: 0.7518. Its spin multiplicity is 2.